Here is a cluster of 2 separate species, C8H10F2O in total from the OMol25 dataset. Energies are from ωB97M-V/def2-TZVPD.

XYZ file:
```
21
Properties=species:S:1:pos:R:3:forces:R:3:mulliken_charge:R:1
C 1.2898 -3.0754 1.5590 -0.3 -1.8 0.2 0.19
C 1.1971 -1.8997 1.6268 0.4 0.6 -0.7 -0.41
C -1.1697 0.8983 -0.6056 1.5 -2.6 -2.0 -0.44
C -1.3153 -0.5157 0.0377 -1.0 1.8 1.3 -0.09
C 0.4733 1.8939 -2.3496 -0.2 -2.6 -1.6 -1.40
C 0.2264 0.7351 -1.3233 -1.3 -0.2 -2.8 -0.14
C 1.2268 -0.5194 1.9224 0.5 0.6 1.7 -0.05
C -1.3451 -0.5801 1.3637 -1.1 1.5 -0.6 -0.02
O 1.6250 0.3762 1.2352 0.3 0.2 0.0 -0.49
F -1.2661 0.5190 2.1604 0.1 -0.4 -0.6 -0.26
F -1.6186 -1.5784 2.1500 0.0 -1.2 0.3 -0.27
H 1.2295 -4.1275 1.6382 0.2 -0.3 -0.2 0.46
H -1.8932 0.9309 -1.4535 0.1 0.3 0.8 0.31
H -1.4953 -1.3878 -0.5996 0.3 0.4 0.4 0.44
H 1.5359 1.8261 -2.5808 0.0 0.6 -0.2 0.39
H -0.0892 1.8378 -3.3432 0.6 -0.4 1.3 0.29
H 0.1843 2.8288 -1.9780 0.0 1.4 1.0 0.37
H 1.0119 0.7431 -0.6557 1.3 0.5 1.6 0.25
H 0.4476 -0.3433 -1.7808 -1.2 2.2 0.4 0.25
H 0.9319 -0.3947 2.9935 0.0 0.5 -0.4 0.28
H -1.1868 1.8325 -0.0170 -0.2 -0.9 0.1 0.35
```
Forces are in eV/Å.

Results
* HOMO: -9.3 eV
* molecular weight: 160.2 g mol⁻¹
* orbital gap: 9.3 eV
* lowest unoccupied orbital energy: -0.06 eV
* SMILES string: CCCC=C(F)F.C#CC=O
* total charge: 0

Here is a cluster of 13 separate species, C5H39N3O12 in total from the OMol25 dataset. Energies are from ωB97M-V/def2-TZVPD.

XYZ file:
```
59
Properties=species:S:1:pos:R:3:forces:R:3:mulliken_charge:R:1
C 0.8865 2.4541 -1.7381 -2.2 2.1 0.9 -1.42
C -0.4932 2.0074 -1.1458 0.4 -0.5 0.7 0.87
C -0.3158 0.4781 -0.9545 0.2 -0.5 0.7 -1.83
C 0.1454 0.1972 0.4518 -0.7 0.5 -0.2 -0.89
C -0.7088 0.4497 1.4436 0.0 0.7 2.4 -0.59
N -0.4685 0.5116 2.8259 0.4 -0.6 -0.5 -0.46
N 1.5283 -0.2224 0.7050 -0.9 -1.3 0.9 1.12
N -1.7431 2.2187 -1.9370 -0.7 -0.3 -2.2 -0.10
H 0.6693 3.1777 -2.5198 0.5 0.2 -0.2 0.56
H 1.4370 1.6359 -2.1188 0.5 -0.6 -0.4 0.19
H 1.4148 2.9659 -0.9237 0.2 -0.2 -0.4 0.25
H -0.8050 2.5367 -0.2109 1.0 -0.7 -0.5 0.10
H 0.4581 0.0379 -1.6006 -0.5 0.4 -0.3 0.55
H -1.2160 -0.1065 -1.1675 -0.2 0.1 0.1 0.55
H -1.7328 0.8128 1.3684 0.3 -0.2 -1.4 0.63
H 0.2112 -0.1258 3.2018 0.5 0.1 0.0 0.16
H -1.3003 0.4598 3.3916 -0.2 0.1 -0.2 0.32
H 2.0021 -0.6268 -0.1094 -0.2 0.0 -0.1 -0.22
H 2.1578 0.5231 1.0312 -0.3 0.2 0.2 0.35
H 1.4523 -0.9871 1.5152 1.0 1.6 -1.2 0.45
H -2.1147 3.1571 -2.1189 0.7 0.2 0.7 0.50
H -2.5479 1.7055 -1.4851 0.4 0.3 -0.1 0.22
H -1.6103 1.8567 -2.9172 -0.2 -0.5 0.6 0.44
H 1.2074 -4.0365 2.6405 0.1 0.0 -0.1 0.28
H 0.1055 -3.9835 3.6824 -0.1 0.0 0.0 0.30
O 0.7011 -3.4193 3.1780 -0.2 -0.1 0.2 -0.62
H -3.6733 -1.3933 1.1381 0.6 0.4 -0.7 0.24
H -3.8010 -0.9415 2.4734 0.2 0.7 0.4 0.23
O -3.4066 -0.6051 1.6517 -1.0 -1.5 0.5 -0.41
H -0.9919 -0.0737 -4.1535 -0.3 0.0 0.1 0.35
H -0.5189 1.2078 -4.8077 -0.4 0.0 0.1 0.34
O -1.2588 0.8528 -4.2821 0.8 -0.1 -0.4 -0.74
H 1.6358 -1.7411 3.5849 0.8 -0.7 -0.3 0.32
H 2.9988 -1.4276 2.6600 -0.3 -0.5 0.3 0.29
O 2.1235 -1.1539 2.9912 -0.5 0.8 0.4 -0.75
H -0.9486 -3.7660 -1.8856 -0.2 0.1 0.4 0.08
H -1.0313 -2.5983 -0.7940 -0.5 -0.5 0.0 0.38
O -0.5513 -2.9356 -1.5669 0.7 0.6 -0.2 -0.46
H 3.7299 2.2532 1.7414 -0.2 0.7 1.5 0.29
H 2.1601 3.0629 1.5379 1.1 -0.1 1.4 0.32
O 2.9464 2.5591 1.3070 -1.0 -0.8 -2.9 -0.67
H -3.7944 0.2425 -0.4405 0.0 0.0 0.3 0.24
H -4.8300 1.3452 -0.4281 0.1 0.2 0.0 0.25
O -3.8764 1.2056 -0.3546 0.0 -0.1 -0.6 -0.70
H 4.9655 -1.6573 1.4482 0.1 0.0 -0.1 0.28
H 3.8606 -1.6722 0.3689 0.0 0.0 0.1 0.29
O 4.0955 -1.3079 1.2353 0.2 -0.1 0.3 -0.67
H 3.9400 -1.2349 -1.8793 -0.2 -0.2 -0.2 0.26
H 3.9746 0.3044 -1.9117 0.1 -0.1 0.1 0.23
O 3.6400 -0.4518 -1.4119 0.0 0.6 -0.2 -0.47
H -1.7029 4.6910 1.8981 0.0 -0.3 -0.2 0.28
H -2.1321 4.9794 0.4696 0.1 -0.3 0.3 0.28
O -1.8618 4.2491 1.0497 0.0 0.6 -0.1 -0.57
H 1.2692 -2.5940 -0.8463 -0.2 -0.4 -0.4 0.07
H 2.3772 -3.6198 -1.1224 -0.2 0.3 0.0 0.28
O 2.2331 -2.6757 -0.9542 0.4 -0.2 0.3 -0.55
H -4.1516 -3.2833 -0.6682 -0.3 0.5 0.5 0.36
H -3.1139 -2.9931 -1.6047 0.4 0.7 -0.2 0.18
O -3.6261 -2.5046 -0.9316 -0.2 -0.9 -0.1 -0.56
```
Forces are in eV/Å.

Results
* HOMO (alpha / beta): -4.8 / -11.0 eV
* molecular weight: 333.4 g mol⁻¹
* multiplicity: 2
* orbital gap (alpha / beta): 2.6 / 8.7 eV
* lowest unoccupied orbital energy (alpha / beta): -2.25 / -2.37 eV
* total charge: +1

Here is the molecule CH5N3OS from the OMol25 dataset. Energies are from ωB97M-V/def2-TZVPD.

XYZ file:
```
11
Properties=species:S:1:pos:R:3:forces:R:3:mulliken_charge:R:1
C 0.5824 -0.2206 -0.7024 1.7 -1.4 1.8 0.58
H -0.5927 2.0541 0.9528 2.5 -1.6 0.1 0.28
H -0.0818 0.7048 1.9330 1.0 2.1 -1.5 0.28
H 2.1081 1.0875 0.1799 -3.2 -1.2 -0.2 0.24
H -1.2839 -0.0316 0.2139 -0.3 0.2 0.0 0.23
H -1.2238 -2.7805 -0.6446 -0.4 1.8 -1.7 0.14
N 0.3085 1.4973 1.2753 -2.0 -2.3 -0.6 -0.69
N 1.0600 0.7571 0.1917 1.4 2.2 0.7 -0.05
N -0.7700 -0.4874 -0.5091 1.1 0.4 -1.0 -0.26
O 1.3254 -0.9718 -1.3548 -1.3 2.4 0.7 -0.59
S -1.4321 -1.6089 -1.5357 -0.6 -2.5 1.6 -0.16
```
Forces are in eV/Å.

Results
* HOMO: -9.5 eV
* molecular weight: 107.1 g mol⁻¹
* orbital gap: 9.9 eV
* lowest unoccupied orbital energy: 0.35 eV
* SMILES string: NNC(=O)NS
* total charge: 0

Here is the molecule C18H18FNO2S from the OMol25 dataset. Energies are from ωB97M-V/def2-TZVPD.

XYZ file:
```
41
Properties=species:S:1:pos:R:3:forces:R:3:mulliken_charge:R:1
C 2.5639 -5.0254 0.1760 0.0 -0.2 0.0 -0.85
H 3.5274 -5.4613 -0.0844 -0.1 0.0 0.0 0.24
O 2.7997 -3.6480 0.3362 0.0 0.3 0.0 -0.45
C 1.7436 -2.8401 0.6353 0.0 0.2 0.0 0.96
C 2.0297 -1.4806 0.7524 0.1 -0.3 -0.1 -0.85
C 1.0272 -0.5782 1.0392 0.0 -0.1 0.0 -0.06
C -0.2843 -0.9994 1.2149 -0.1 0.0 0.2 -0.01
C -0.5563 -2.3562 1.1229 0.1 0.2 0.1 -0.51
C 0.4379 -3.2731 0.8363 0.2 -0.3 0.0 -0.55
H 0.1801 -4.3176 0.7651 0.0 -0.1 0.0 0.38
H -1.5648 -2.7126 1.2731 -0.1 0.0 0.0 0.36
C -1.3930 -0.0141 1.4672 -0.1 -0.1 -0.2 -1.14
H -0.9795 0.9817 1.6377 0.0 0.0 0.1 0.34
H -1.9566 -0.3076 2.3563 0.0 0.1 0.1 0.47
C -2.3798 0.0272 0.2919 0.0 -0.1 0.3 -1.18
N -1.7900 0.4949 -0.9449 -0.2 0.2 0.3 0.27
C -1.3918 -0.3841 -1.8899 0.1 -0.1 -0.5 0.56
O -1.4084 -1.5859 -1.7657 0.0 -0.3 0.0 -0.61
C -0.9382 0.3149 -3.1603 0.1 0.2 -0.2 -0.57
H -1.4050 -0.1497 -4.0277 0.0 -0.1 0.1 0.41
H 0.1460 0.2477 -3.2675 -0.1 -0.1 0.1 0.26
S -1.4687 2.0377 -3.0411 -0.2 -0.1 0.1 -0.15
C -1.7511 1.9036 -1.2203 0.0 0.3 -0.5 -0.94
C -0.6882 2.6548 -0.4664 -0.1 0.2 0.2 0.41
C 0.6534 2.3223 -0.6184 -0.1 0.2 0.1 0.00
C 1.6337 3.0261 0.0551 0.0 0.1 0.0 -0.63
C 1.2552 4.0686 0.8824 -0.2 0.0 0.0 0.39
C -0.0711 4.4231 1.0493 0.3 0.1 0.1 -0.62
C -1.0397 3.7105 0.3664 0.1 -0.3 -0.2 -0.36
H -2.0793 3.9790 0.4829 -0.1 0.0 0.0 0.37
H -0.3307 5.2433 1.6994 0.0 0.1 0.1 0.44
F 2.2048 4.7586 1.5429 0.0 0.0 0.0 -0.34
H 2.6775 2.7785 -0.0545 0.1 0.0 0.0 0.45
H 0.9343 1.5053 -1.2645 0.0 -0.1 -0.1 0.37
H -2.7332 2.3517 -1.0214 0.2 -0.1 0.0 0.45
H -3.2272 0.6755 0.5363 0.0 -0.1 -0.1 0.43
H -2.7430 -0.9845 0.0922 -0.1 0.1 0.0 0.59
H 1.2677 0.4709 1.1330 0.0 0.1 0.0 0.55
H 3.0486 -1.1559 0.6100 0.1 0.0 0.0 0.44
H 1.8489 -5.2193 -0.6299 0.0 0.0 0.0 0.34
H 2.2005 -5.4820 1.1027 0.0 0.0 0.0 0.33
```
Forces are in eV/Å.

Results
* HOMO: -8.2 eV
* molecular weight: 331.4 g mol⁻¹
* orbital gap: 8.8 eV
* lowest unoccupied orbital energy: 0.65 eV
* SMILES string: COc1ccc(CCN2C(=O)CS[C@@H]2c2ccc(F)cc2)cc1
* total charge: 0

Question: What is the formula in the second record?
Answer: C5H39N3O12